[1]
{
  "formula": "C2H9NO",
  "method": "ωB97M-V with the def2-TZVPD basis set",
  "species": ["O", "N", "C", "C", "H", "H", "H", "H", "H", "H", "H", "H", "H"],
  "positions_angstrom": [[1.879, -0.943, 0.116], [-1.663, -0.987, -0.103], [2.075, 0.510, 0.008], [-2.014, 0.434, 0.044], [1.653, 0.900, -0.942], [3.174, 0.700, 0.118], [-3.082, 0.514, -0.241], [-1.829, 0.954, 0.987], [2.411, -1.391, -0.557], [1.520, 1.007, 0.802], [-1.999, -1.586, 0.680], [-0.587, -1.140, -0.144], [-1.538, 1.028, -0.769]],
  "nbo_charge": [-0.7433, -0.8611, -0.2584, -0.4192, 0.1718, 0.1749, 0.1897, 0.1690, 0.4688, 0.1895, 0.3553, 0.3750, 0.1880],
  "lumo_energy_ev": 0.90,
  "smiles": "CN.CO",
  "e_tot_ha": -211.548606,
  "e_above_lowest_kcal_mol": 22.9,
  "total_charge": 0
}

***

[2]
{
  "formula": "C45H55MoN7O5",
  "method": "ωB97M-V with the def2-TZVPD basis set",
  "species": ["Mo", "O", "O", "O", "O", "O", "N", "N", "N", "N", "N", "N", "N", "C", "C", "C", "C", "C", "C", "C", "C", "C", "C", "C", "C", "C", "C", "C", "C", "C", "C", "C", "C", "C", "C", "C", "C", "C", "C", "C", "C", "C", "C", "C", "C", "C", "C", "C", "C", "C", "C", "C", "C", "C", "C", "C", "C", "C", "H", "H", "H", "H", "H", "H", "H", "H", "H", "H", "H", "H", "H", "H", "H", "H", "H", "H", "H", "H", "H", "H", "H", "H", "H", "H", "H", "H", "H", "H", "H", "H", "H", "H", "H", "H", "H", "H", "H", "H", "H", "H", "H", "H", "H", "H", "H", "H", "H", "H", "H", "H", "H", "H", "H"],
  "positions_angstrom": [[-0.763, 0.294, 0.050], [2.455, -1.887, 0.680], [-1.075, -2.017, 3.022], [-1.202, -2.788, -1.204], [-1.583, -0.989, 1.118], [0.623, -0.889, -0.136], [0.040, 0.723, -1.943], [1.937, 3.358, -4.711], [1.846, 4.614, -4.173], [0.465, 1.636, -3.866], [-2.198, 1.288, -0.778], [-0.546, 1.823, 1.232], [2.997, 5.144, -4.149], [0.756, 2.611, -4.937], [1.332, -2.001, 0.338], [3.455, 0.966, 1.915], [0.262, 2.574, 2.175], [-3.540, 0.333, -2.610], [0.439, 4.562, 3.499], [-1.239, 4.654, 1.678], [-0.819, -3.326, 1.022], [1.032, 3.003, -1.809], [-1.140, -2.105, 1.845], [-2.887, 1.431, -2.038], [5.230, 2.148, -5.863], [2.035, 0.713, 2.441], [-1.712, -4.986, -0.628], [-0.194, 3.879, 2.471], [-3.573, 4.503, -1.136], [0.541, -3.279, 0.242], [-1.772, 5.008, -2.794], [-0.298, -0.192, -2.930], [-0.030, 0.372, -4.126], [-4.123, 0.523, -3.858], [0.047, -3.495, -1.212], [5.285, 4.382, -4.904], [-1.815, -3.540, -0.143], [0.471, 1.832, -2.538], [1.992, 2.776, 3.807], [-0.371, -4.952, -1.403], [3.875, 2.007, -5.657], [2.040, -0.265, 3.621], [1.394, 2.032, 2.797], [-1.890, 1.807, 1.480], [-3.609, -2.186, -2.887], [-5.043, -1.045, -1.171], [-0.564, 5.854, 1.000], [-3.410, 2.815, -3.909], [-2.416, 5.100, 2.548], [1.510, 4.015, 4.181], [-4.036, 1.737, -4.516], [-2.369, 3.924, -1.899], [3.910, 4.252, -4.691], [-3.701, -1.005, -1.916], [-2.848, 2.694, -2.645], [5.926, 3.318, -5.494], [-2.761, 1.515, 0.429], [3.234, 3.096, -5.066], [1.034, -0.445, 4.005], [0.736, 3.952, -2.252], [-2.906, -1.125, -1.175], [-1.251, 5.746, -2.184], [-4.480, 1.853, -5.496], [6.989, 3.375, -5.685], [2.649, 0.123, 4.438], [-1.057, 4.618, -3.519], [-2.547, -5.231, -1.282], [-0.082, 3.298, -5.029], [-2.892, 4.260, 3.058], [-2.550, 5.540, -3.342], [-2.823, -3.175, 0.044], [-3.170, 5.598, 1.939], [-3.305, 5.427, -0.625], [0.849, 2.032, -5.854], [1.467, 0.259, 1.635], [-3.391, 3.775, -4.406], [0.374, -5.646, -1.015], [0.098, 5.556, 3.755], [0.277, 5.539, 0.379], [-4.375, 4.731, -1.840], [3.870, 0.052, 1.498], [-2.230, 1.944, 2.501], [-0.184, 6.558, 1.740], [-1.716, -5.695, 0.198], [-2.819, -2.049, -3.626], [-3.833, 1.425, 0.565], [-1.605, 3.620, -1.177], [-3.976, 3.809, -0.396], [4.108, 1.295, 2.723], [0.708, -3.091, -1.975], [-3.405, -3.106, -2.342], [3.465, 1.737, 1.142], [-0.515, -5.166, -2.459], [-5.865, -0.871, -1.866], [-2.096, 5.807, 3.314], [2.856, 2.369, 4.311], [-0.139, -0.003, -5.129], [2.123, 2.960, -1.832], [-4.648, -0.299, -4.326], [-5.196, -2.022, -0.708], [-1.274, 6.393, 0.372], [-0.689, -1.171, -2.705], [5.809, 5.282, -4.618], [-4.550, -2.326, -3.421], [-1.639, 4.031, 0.878], [3.352, 1.102, -5.937], [5.780, 1.339, -6.323], [1.986, 4.567, 4.980], [-5.108, -0.288, -0.387], [1.213, -4.066, 0.572], [2.473, -1.217, 3.316], [-0.817, -4.150, 1.730], [0.712, 2.968, -0.769]],
  "lowdin_charge": [1.9987, 0.2039, 0.2095, -0.1307, -0.2267, -0.2626, -0.0416, -0.0669, 0.0434, 0.0330, -0.1034, -0.0716, 0.1019, -0.0438, -0.4233, -0.0347, -0.1177, -0.1398, -0.0130, -0.3846, -0.0685, 0.0238, -0.4303, -0.1484, -0.0588, -0.3830, -0.0690, -0.1305, -0.0288, -0.0622, -0.0508, -0.0855, -0.0019, -0.0099, -0.2336, 0.0063, -0.2457, -0.2884, -0.0077, -0.0643, -0.0106, -0.0336, -0.1268, -0.1272, -0.0497, -0.0276, -0.0367, -0.0107, -0.0382, -0.0100, -0.0225, -0.3645, -0.2157, -0.3753, -0.1385, -0.0603, -0.1185, -0.1692, 0.0819, 0.0579, 0.0772, 0.0861, 0.1213, 0.1135, 0.0861, 0.0534, 0.1209, 0.1355, 0.0810, 0.0924, 0.1583, 0.0824, 0.0780, 0.1479, 0.0672, 0.1214, 0.1295, 0.1230, 0.0856, 0.1005, 0.0751, 0.1655, 0.0876, 0.1291, 0.0866, 0.1520, 0.0938, 0.0750, 0.0883, 0.1670, 0.0675, 0.0870, 0.1268, 0.0968, 0.0876, 0.1237, 0.1391, 0.1070, 0.1231, 0.0894, 0.0773, 0.0971, 0.1234, 0.0916, 0.0791, 0.1082, 0.1136, 0.1253, 0.0700, 0.1725, 0.0836, 0.1715, 0.0613],
  "lumo_energy_ev": -7.86,
  "e_tot_ha": -2574.974456,
  "total_charge": 2
}

***

[3]
{
  "formula": "C27H47N6O",
  "method": "ωB97M-V with the def2-TZVPD basis set",
  "species": ["O", "N", "N", "N", "N", "N", "N", "C", "C", "C", "C", "C", "C", "C", "C", "C", "C", "C", "C", "C", "C", "C", "C", "C", "C", "C", "C", "C", "C", "C", "C", "C", "C", "C", "H", "H", "H", "H", "H", "H", "H", "H", "H", "H", "H", "H", "H", "H", "H", "H", "H", "H", "H", "H", "H", "H", "H", "H", "H", "H", "H", "H", "H", "H", "H", "H", "H", "H", "H", "H", "H", "H", "H", "H", "H", "H", "H", "H", "H", "H", "H"],
  "positions_angstrom": [[1.790, -4.218, -3.173], [0.805, -0.325, -1.818], [1.652, 1.502, -3.118], [-0.748, -2.194, -7.135], [-3.988, -1.952, -6.079], [0.646, 2.828, 3.194], [-0.712, 1.491, -2.648], [-4.060, -3.718, -1.307], [-2.765, -0.907, -1.220], [0.920, 3.326, 6.443], [1.252, -3.172, -4.020], [0.287, -0.163, -4.376], [0.493, 4.290, 5.345], [-0.058, 2.716, 1.838], [-3.519, -3.047, -2.637], [1.029, 2.559, 0.791], [-2.829, -1.614, -2.649], [-3.272, -1.543, -5.183], [0.789, 0.173, 3.139], [-0.840, -1.837, -5.975], [0.979, 1.493, 3.889], [3.708, -4.627, -1.518], [-0.757, -1.387, -4.409], [2.340, 2.889, 1.489], [-3.294, -1.583, 0.105], [-1.482, -0.363, 4.254], [-0.217, 3.702, 4.121], [-3.939, -3.006, 0.107], [-0.257, -2.723, -3.627], [2.449, -3.694, -1.997], [-0.626, -0.405, 2.995], [1.928, 3.571, 2.778], [-2.296, -0.961, -4.016], [0.457, 0.566, -2.956], [1.655, 4.615, 2.595], [2.010, -2.311, -4.046], [-2.474, -0.772, 4.039], [-1.088, 3.104, 4.403], [-0.211, 4.996, 5.800], [1.792, 2.737, 6.150], [2.674, 3.511, 3.571], [-0.573, 4.542, 3.518], [-0.610, 1.786, -1.664], [-0.951, -3.570, -3.973], [-1.170, 0.076, 2.181], [-1.037, -0.964, 5.052], [-2.321, 0.142, -1.116], [2.987, 3.522, 0.877], [3.561, -5.718, -1.842], [-0.528, -1.451, 2.687], [-0.580, 3.660, 1.658], [-0.624, 2.321, -3.274], [-1.630, 0.656, 4.618], [2.028, 1.560, 4.192], [1.570, 2.193, -2.353], [-0.016, -0.793, -1.405], [1.499, 2.027, -3.994], [2.895, 1.971, 1.702], [4.685, -4.159, -1.939], [-4.289, -3.471, 1.089], [3.802, -4.506, -0.366], [-0.135, 0.642, -5.105], [-0.807, 1.934, 1.857], [1.443, -1.051, -2.208], [1.714, -3.676, -1.094], [-3.172, -1.002, 1.095], [1.274, 0.199, 2.157], [0.396, 1.450, 4.807], [1.047, 1.550, 0.370], [-2.446, 0.190, -4.071], [-4.569, -4.753, -1.293], [-3.672, -3.672, -3.597], [1.357, -0.571, 3.711], [0.847, 3.242, -0.044], [0.104, 2.652, 6.723], [2.880, -2.636, -2.110], [1.334, -0.416, -4.780], [1.204, 3.885, 7.338], [1.208, -3.601, -5.091], [-0.280, -2.627, -2.486], [1.353, 4.891, 5.035]],
  "lowdin_charge": [-0.1737, 0.0935, 0.0389, 0.1585, 0.1493, -0.1671, 0.0551, -0.0390, -0.0328, -0.0965, -0.1940, -0.0808, -0.2183, -0.0848, -0.0084, -0.1619, -0.1313, -0.1747, -0.1609, -0.1623, -0.0912, -0.0826, -0.2966, -0.1372, -0.0817, -0.0888, -0.1085, -0.0604, -0.1031, -0.2733, -0.2570, -0.0893, -0.1587, -0.5865, 0.1461, 0.1147, 0.0806, 0.1348, 0.1262, 0.0664, 0.1355, 0.1282, 0.0492, 0.1351, 0.0720, 0.0888, 0.0610, 0.1315, 0.0866, 0.1189, 0.1337, 0.0946, 0.0586, 0.1290, 0.0538, 0.0569, 0.0716, 0.1223, 0.0813, 0.0873, 0.0790, 0.1412, 0.1136, 0.0552, 0.1216, 0.0695, 0.1077, 0.0963, 0.0924, 0.1455, 0.0953, 0.1048, 0.1330, 0.1159, 0.0856, 0.1069, 0.1329, 0.0876, 0.1418, 0.1066, 0.1090],
  "lumo_energy_ev": -2.48,
  "e_tot_ha": -1460.222695,
  "total_charge": 1
}

***

Number 1: highest occupied orbital energy -0.3303 hartree, HOMO-LUMO gap 9.9 eV. Number 2: highest occupied orbital energy -0.4869 hartree, HOMO-LUMO gap 5.4 eV. Number 3: highest occupied orbital energy -0.4054 hartree, HOMO-LUMO gap 8.5 eV.